Arrangement 1

17
Properties=species:S:1:pos:R:3:lowdin_charge:R:1 method="wB97M-V/def2-TZVPD" e_homo_ha=-0.523 smiles="C=C[C@@]1(C)C[N+]1=C" gap_ha=0.33777 total_charge=+1
C 2.3195 -1.0745 0.0699 0.0912
C 1.3789 -0.2983 0.6907 -0.0591
C -0.6930 -0.5019 -1.1218 -0.0340
C 0.0476 0.1556 -0.0192 -0.3717
C 0.0685 1.6495 -0.0219 -0.0383
C -2.3002 -0.9813 0.7127 0.2092
N -1.3392 -0.3860 0.1328 -0.0020
H 3.2187 -1.0431 0.6216 0.0643
H 1.4658 0.2342 1.6559 0.1180
H -1.0109 0.2158 -1.9653 0.1692
H -0.3693 -1.5061 -1.5642 0.1683
H -0.7509 2.0658 -0.7259 0.1204
H 1.0212 2.1170 -0.6214 0.1643
H 0.2535 2.1325 0.8937 0.0637
H -2.8786 -1.7230 0.0226 0.1618
H 2.1411 -1.3483 -0.9221 0.0537
H -2.6508 -0.9636 1.7429 0.1209



Arrangement 2

17
Properties=species:S:1:pos:R:3:lowdin_charge:R:1 method="wB97M-V/def2-TZVPD" e_homo_ha=-0.526 smiles="C=C1C[C@@]2(C)[NH2+][C@@H]12" gap_ha=0.36913 total_charge=+1
C 1.3787 -0.0008 0.0451 -0.2512
C 2.6822 0.0611 0.1408 0.1105
C 0.3364 0.8976 -0.6456 -0.0234
C 0.2909 -0.7334 0.8084 0.1678
C -0.7345 0.0295 -0.0328 -0.4857
C -2.0212 0.6391 0.4390 0.0123
N -0.6919 -1.2791 -0.5747 0.2096
H 3.3643 -0.5615 0.8462 0.1220
H 3.2677 0.7650 -0.4968 0.0997
H 0.2973 1.9335 -0.5437 0.1224
H 0.1680 0.8739 -1.6709 0.1114
H 0.5228 -1.5211 1.5027 0.1509
H -2.6129 -0.1567 1.0443 0.1258
H -2.6417 1.0320 -0.2946 0.0595
H -1.8754 1.5547 1.1349 0.1373
H -0.4173 -1.5757 -1.5122 0.1826
H -1.3136 -1.9582 -0.1903 0.1485



Arrangement 3

17
Properties=species:S:1:pos:R:3:lowdin_charge:R:1 method="wB97M-V/def2-TZVPD" e_homo_ha=-0.513 smiles=C[N@@H+]1C[C@]23C[C@]12C3 gap_ha=0.39276 total_charge=+1
C 0.4470 -0.7365 1.5272 0.0085
C 0.2775 -1.9329 -0.4082 0.0112
C -1.3252 0.1853 -0.1990 0.0355
C -0.6394 -1.1947 0.5087 -0.0977
C 0.7961 -0.5563 0.0722 -0.1553
C 0.3570 1.9946 -0.3620 0.0319
N 0.0630 0.5621 -0.6266 -0.1231
H 0.2265 -0.0027 2.2962 0.1225
H 1.0179 -1.5010 2.0244 0.1168
H 0.8013 -2.7389 0.0312 0.1133
H 0.1005 -1.9682 -1.4881 0.1314
H -1.7562 -0.3432 -1.1076 0.1546
H -1.8788 0.8028 0.4813 0.1292
H -0.0134 2.2195 0.6095 0.0889
H 1.4683 2.0792 -0.4388 0.1216
H -0.0034 2.6061 -1.3221 0.1684
H 0.0614 0.5248 -1.5983 0.1424



Arrangement 4

17
Properties=species:S:1:pos:R:3:lowdin_charge:R:1 method="wB97M-V/def2-TZVPD" e_homo_ha=-0.562 smiles="C=C[N@@H+]1CC12CC2" gap_ha=0.45325 total_charge=+1
C 2.5669 0.6828 0.2951 0.0786
C 1.7857 -0.1799 -0.3020 -0.0347
C -1.4123 1.0149 -0.6727 -0.0096
C -1.9565 0.5119 0.6499 -0.0132
C -0.4450 -1.5765 -0.3405 0.0480
C -0.8904 -0.2163 -0.0617 -0.3655
N 0.4329 -0.6344 0.3745 0.0528
H 3.4795 0.9969 -0.1857 0.0871
H 2.3625 1.1103 1.2626 0.0835
H 1.9144 -0.6187 -1.2737 0.1171
H -2.0281 0.9231 -1.5542 0.1224
H -0.7882 1.8954 -0.6669 0.1195
H -1.7085 1.0518 1.5514 0.1198
H -2.9397 0.0665 0.6701 0.1220
H -0.8277 -2.4146 0.2266 0.1413
H -0.1249 -1.8315 -1.3441 0.1381
H 0.5793 -0.7816 1.3713 0.1930



Quick one: most stable of them? arrangement 4



Arrangement 1

17
Properties=species:S:1:pos:R:3:lowdin_charge:R:1 method="wB97M-V/def2-TZVPD" e_homo_ha=-0.593 gap_ha=0.35821 total_charge=+1
C 1.8403 -0.5075 1.1279 -0.1602
C 0.4208 -0.7493 0.6327 -0.2037
C -0.4630 0.4179 0.1770 -0.1185
C 0.6145 -1.3486 -0.8408 0.0252
C 0.1176 1.7947 -0.1147 0.0407
C -1.8769 0.1730 0.1407 0.0448
N 2.9633 -0.5617 1.3660 0.2028
H -0.0129 -1.4303 1.3145 0.1394
H 1.6770 -1.5706 -0.8845 0.1031
H 0.3059 -0.6375 -1.6088 0.1017
H 0.0750 -2.2388 -0.9179 0.0851
H 1.1335 1.8620 -0.6403 0.1539
H 0.1413 2.2789 0.8175 0.1124
H -0.5467 2.3964 -0.6510 0.0782
H -2.5215 0.9990 -0.0887 0.1201
H -2.0432 -0.3832 0.9787 0.0886
H -1.8249 -0.4944 -0.8081 0.1863



Arrangement 2

17
Properties=species:S:1:pos:R:3:lowdin_charge:R:1 method="wB97M-V/def2-TZVPD" e_homo_ha="-0.486 / -0.486" smiles="C[C@H]1C2=C[N@@H+](C)[C@@H]21" gap_ha="0.31178 / 0.31176" total_charge=+1
C 0.7670 -1.3462 0.3793 0.0080
C -0.5259 -1.0832 0.1521 0.0384
C -1.3806 0.1307 0.4754 -0.2080
C -0.0714 0.4617 -0.2845 -0.0070
C -2.7735 0.2819 -0.1041 -0.0291
C 2.4685 0.2558 -0.4492 -0.0088
N 1.3147 0.0346 0.3544 -0.1440
H 1.4349 -2.1626 0.2377 0.1293
H -1.3779 0.5437 1.4669 0.1442
H 0.1039 0.6332 -1.3422 0.1514
H -3.1880 -0.5551 -0.5934 0.0738
H -2.7747 1.1912 -0.7304 0.1007
H -3.4438 0.5041 0.7820 0.1134
H 2.3276 -0.3523 -1.3970 0.1479
H 2.4631 1.2956 -0.4909 0.0936
H 3.3035 -0.2130 0.1179 0.1327
H 1.3528 0.3799 1.4260 0.2636



Arrangement 3

17
Properties=species:S:1:pos:R:3:lowdin_charge:R:1 method="wB97M-V/def2-TZVPD" e_homo_ha="-0.484 / -0.484" gap_ha="0.32367 / 0.32362" total_charge=+1
C -0.5904 1.3795 0.7502 0.0023
C -0.6954 0.3766 1.6858 0.0887
C -1.1339 -1.0015 1.3155 -0.0386
C -0.2323 -0.5666 0.2268 -0.2917
C 1.1377 -1.1058 0.1609 0.0033
C 0.3824 0.9702 -1.6005 0.0112
N -0.5492 0.6700 -0.5204 -0.0547
H -0.4661 2.4346 0.9540 0.1350
H -0.4325 -1.8192 1.7492 0.1635
H -2.2052 -1.2599 1.4254 0.1511
H 1.6641 -0.8107 -0.7452 0.0935
H 1.0322 -2.1490 0.2622 0.0907
H 1.7131 -0.9108 1.0257 0.1046
H 1.4476 1.2626 -1.4996 0.1402
H 0.2811 0.1978 -2.2835 0.0966
H 0.1019 1.9109 -2.0408 0.1109
H -1.4551 0.4213 -0.8656 0.1933



Quick one: most stable of them? arrangement 1



Arrangement 1

8
Properties=species:S:1:pos:R:3:lowdin_charge:R:1 method="wB97M-V/def2-TZVPD" e_homo_ha=-0.364 gap_ha=0.32461
C 0.0655 -0.3202 -0.4139 -0.4743
O -1.2750 -2.4605 1.1924 -0.5924
S -1.4317 -0.9100 -1.2309 0.4976
S -1.7387 -2.6429 -0.1694 0.3886
Cl -0.0052 -3.7976 -1.1475 0.0138
H 0.8728 -0.2334 -1.2294 0.0551
H 0.2864 -1.1136 0.4858 0.0780
H 0.0416 0.7347 -0.0796 0.0337



Arrangement 2

8
Properties=species:S:1:pos:R:3:lowdin_charge:R:1 method="wB97M-V/def2-TZVPD" e_homo_ha="-0.357 / -0.340" gap_ha="0.26156 / 0.23165"
C -0.0834 -0.1539 1.1241 -0.3951
O 0.9156 1.4999 -1.4611 -0.5422
S 0.8496 -1.0670 -0.1774 0.5021
S 0.8581 0.1267 -1.8431 0.5880
Cl -2.0466 -0.3699 -1.8849 -0.2693
H -0.5488 0.6583 0.6345 -0.0097
H 0.6680 0.2523 1.9261 0.0811
H -0.6126 -0.9464 1.6819 0.0451



Quick one: most stable of them? arrangement 1